{"formula": "C24H62IO24", "method": "ωB97M-V/def2-TZVPD", "lumo_energy_ev": 1.445, "homo_energy_ev": -5.7, "homo_lumo_gap_ha": 0.26294, "charge": -1, "spin_multiplicity": 1, "species": ["C", "O", "C", "C", "C", "C", "C", "C", "C", "C", "C", "O", "C", "C", "C", "C", "C", "I", "C", "C", "C", "O", "C", "C", "O", "O", "C", "C", "C", "O", "C", "O", "H", "H", "H", "H", "H", "H", "H", "H", "H", "H", "H", "H", "H", "H", "H", "H", "H", "H", "H", "H", "H", "H", "H", "H", "H", "H", "H", "H", "O", "H", "H", "O", "H", "H", "O", "H", "H", "O", "H", "H", "O", "H", "H", "O", "H", "H", "O", "H", "H", "O", "H", "H", "O", "H", "H", "O", "H", "H", "O", "H", "H", "O", "H", "H", "O", "H", "H", "O", "H", "H", "O", "H", "H", "O", "H", "H", "O", "H", "H"], "positions_angstrom": [[-1.30, 6.35, -1.33], [-2.31, 5.63, -0.57], [-1.68, 4.58, 0.20], [-2.83, 3.85, 0.98], [-3.90, 3.25, -0.04], [-3.77, 1.65, 0.02], [-3.98, 0.95, -1.37], [-3.76, -0.60, -1.41], [-2.64, -1.20, -0.47], [-1.26, -1.44, -1.18], [-0.52, -0.38, -1.87], [-1.01, 0.94, -1.94], [0.78, -0.59, -2.53], [1.41, -1.91, -2.49], [2.79, -2.06, -3.21], [2.55, -2.66, -4.66], [1.24, -2.09, -5.36], [4.30, -2.35, -5.96], [0.70, -2.95, -1.78], [-0.62, -2.76, -1.15], [-1.22, -4.02, -0.48], [-2.37, -4.37, -0.51], [-0.18, -4.94, 0.25], [-0.58, -5.60, 1.60], [-1.01, -4.82, 2.48], [-0.49, -6.86, 1.85], [1.03, -5.10, -0.34], [2.12, -6.01, 0.31], [3.33, -5.18, 0.82], [3.47, -4.01, 0.51], [1.37, -4.36, -1.67], [2.12, -4.83, -2.50], [-1.83, 7.04, -2.04], [-0.65, 5.64, -1.92], [-0.69, 6.93, -0.57], [-1.18, 3.81, -0.44], [-0.92, 5.07, 0.87], [-2.35, 3.08, 1.63], [-3.31, 4.60, 1.68], [-4.94, 3.50, 0.26], [-3.62, 3.55, -1.07], [-2.69, 1.47, 0.31], [-4.43, 1.21, 0.83], [-3.41, 1.50, -2.17], [-5.07, 1.13, -1.64], [-3.47, -0.87, -2.47], [-4.73, -1.15, -1.24], [-2.41, -0.61, 0.45], [-3.02, -2.19, -0.11], [-0.94, 1.27, -2.85], [1.29, 0.25, -3.06], [3.51, -2.63, -2.59], [3.21, -1.02, -3.31], [2.41, -3.77, -4.63], [1.22, -2.40, -6.44], [0.33, -2.54, -4.88], [1.17, -0.98, -5.21], [1.70, -6.65, 1.14], [2.49, -6.74, -0.46], [4.11, -5.70, 1.46], [3.47, -1.32, 1.72], [3.42, -2.24, 1.44], [4.02, -0.90, 1.05], [-1.32, 9.15, -1.56], [-2.21, 9.13, -1.20], [-1.07, 10.08, -1.55], [-0.47, 2.59, 2.37], [-0.90, 2.01, 3.00], [0.23, 2.05, 1.98], [1.65, -5.41, 4.18], [1.02, -5.84, 3.58], [1.36, -4.48, 4.19], [2.53, 1.76, 3.07], [2.49, 0.84, 2.79], [3.08, 2.19, 2.40], [3.00, 3.93, 5.54], [3.81, 4.41, 5.37], [3.02, 3.20, 4.91], [-5.79, 5.42, -1.32], [-5.25, 6.04, -0.81], [-6.65, 5.86, -1.37], [3.74, -7.22, 3.38], [3.01, -6.59, 3.43], [4.32, -6.97, 4.11], [-6.44, 2.69, 1.99], [-6.16, 2.51, 2.89], [-7.21, 2.13, 1.87], [6.28, -8.12, 2.18], [5.39, -8.13, 2.54], [6.52, -7.19, 2.18], [3.60, -4.03, 6.13], [2.97, -4.45, 5.53], [3.32, -3.11, 6.14], [-5.19, 5.33, -4.27], [-4.92, 5.15, -3.36], [-5.97, 4.77, -4.39], [0.67, 3.44, 8.07], [0.63, 2.52, 7.79], [1.23, 3.87, 7.40], [5.34, -0.89, -1.93], [5.85, -1.61, -1.53], [6.01, -0.29, -2.28], [5.55, -4.91, 3.64], [6.19, -4.69, 4.32], [4.93, -4.17, 3.64], [0.23, 3.86, -2.30], [-0.27, 3.69, -3.10], [0.19, 3.02, -1.82], [-4.36, 7.63, -6.45], [-4.79, 7.05, -5.82], [-3.67, 7.09, -6.84]]}